Here is a molecular structure, C77H172HfN7O21 at a distorted geometry from OMol25. Energies are from wB97M-V/def2-TZVPD.

Cartesian coordinates (Å):
Hf: 2.1367 0.7426 3.8754
C: 6.0610 0.3924 5.2612
C: 6.2559 -0.1484 3.8654
C: 6.9482 -1.4843 3.9802
C: 6.5661 -2.4523 2.9158
C: 6.1971 -1.9042 1.5610
C: 4.9920 -0.9624 1.7599
N: 4.9556 -0.4879 3.2149
O: 3.9785 0.4252 3.4208
C: 3.7407 -1.7727 1.4856
C: 5.0591 0.2369 0.7825
C: 7.0753 0.9800 3.1926
H: 5.5494 1.3483 5.3290
H: 7.0133 0.4885 5.7900
H: 5.6214 -0.3772 5.8834
H: 6.6205 -1.9346 4.9139
H: 8.0211 -1.3794 4.1442
H: 5.6968 -2.9417 3.3483
H: 7.2592 -3.2873 2.8428
H: 5.8709 -2.6895 0.8817
H: 6.9992 -1.4067 0.9964
H: 3.6242 -2.0657 0.4365
H: 2.8567 -1.2025 1.7385
H: 3.6736 -2.6636 2.1190
H: 6.0942 0.6104 0.6437
H: 4.4556 1.0270 1.1803
H: 4.6315 0.0300 -0.2136
H: 7.8293 1.3462 3.8764
H: 6.4700 1.7679 2.7652
H: 7.6172 0.6727 2.2873
C: 1.0252 -0.9647 0.0294
C: 0.7316 0.5742 0.2441
C: -0.2438 1.2068 -0.7096
C: -1.6794 0.7895 -0.3689
C: -2.1830 1.1597 1.0270
C: -1.2369 0.5319 2.0878
N: 0.0783 0.9143 1.5724
O: 1.0455 0.5825 2.4693
C: -1.3895 -0.9906 2.3503
C: -1.5841 1.1356 3.3933
C: 2.1385 1.2260 0.1891
H: 1.9385 -1.1158 -0.5414
H: 0.2697 -1.5579 -0.4971
H: 1.2100 -1.5108 0.9547
H: 0.0402 0.9069 -1.7262
H: -0.1335 2.3054 -0.7598
H: -1.7674 -0.3015 -0.5065
H: -2.3468 1.2209 -1.1473
H: -3.1668 0.6707 1.1531
H: -2.4211 2.2203 1.1653
H: -0.4648 -1.3912 2.7747
H: -1.5953 -1.5141 1.3982
H: -2.2449 -1.2798 2.9675
H: -2.3178 0.5920 3.9934
H: -1.9404 2.1687 3.3499
H: -0.7398 1.1338 4.0949
H: 2.7660 0.7666 0.9416
H: 2.0666 2.3054 0.3144
H: 2.6351 1.0100 -0.7701
C: 0.1076 -0.9294 7.8606
C: -0.6892 -0.5322 6.6197
C: -2.2535 -0.6564 6.7119
C: -2.8673 0.5055 7.4314
C: -2.3942 1.8788 6.9674
C: -0.8741 2.0644 6.8553
N: -0.4174 0.8391 6.1000
O: 0.8953 0.8412 5.6238
C: -0.1928 2.2151 8.2362
C: -0.7183 3.4654 6.1982
C: -0.3180 -1.6128 5.5608
H: 0.9455 -0.2811 8.0335
H: 0.5644 -1.9146 7.7598
H: -0.5918 -0.9398 8.7064
H: -2.4197 -1.5666 7.3088
H: -2.6579 -0.7744 5.7091
H: -2.5299 0.4069 8.4701
H: -3.9675 0.3846 7.4310
H: -2.7447 2.7195 7.5864
H: -2.8699 2.1903 6.0353
H: -0.7433 1.6818 9.0364
H: -0.1349 3.2698 8.5350
H: 0.8614 1.9609 8.2612
H: -1.4154 4.1635 6.6682
H: -1.0579 3.4020 5.1530
H: 0.2969 3.8833 6.2751
H: -0.4294 -1.1460 4.5895
H: -1.0085 -2.4559 5.5649
H: 0.6277 -2.1284 5.7396
C: 1.8625 -4.4087 2.8320
C: 1.1199 -5.6715 3.2895
O: 0.1094 -5.7341 2.3502
O: 1.0432 -3.2993 2.9235
H: 2.0441 -4.4961 1.7649
H: 2.8433 -4.1621 3.2403
H: 0.7308 -5.4411 4.2544
H: 1.6541 -6.6366 3.2376
H: -0.7474 -5.9973 2.6703
H: 0.2632 -3.5085 2.3880
C: -2.2984 5.3667 -1.3716
C: -1.3793 6.4955 -0.9026
O: -1.7506 6.7769 0.4055
O: -3.6654 5.6756 -1.1168
H: -2.0605 4.3841 -0.9241
H: -2.1465 5.2825 -2.4525
H: -1.4102 7.3575 -1.6113
H: -0.3568 6.1200 -0.9715
H: -2.7101 6.7330 0.4546
H: -3.9298 6.2844 -1.8260
C: 3.1809 -0.5890 6.3502
C: 3.2104 -1.6833 5.2382
O: 2.2642 -1.3092 4.1554
O: 3.1831 0.8601 6.0542
H: 3.8884 -0.9324 7.0952
H: 2.2006 -0.8131 6.7472
H: 3.0599 -2.6206 5.7636
H: 4.1947 -1.7713 4.7616
H: 1.8158 -2.0625 3.6918
H: 2.4065 1.0704 6.6154
C: 1.1242 3.7286 3.0808
C: 2.5106 4.0144 2.4789
O: 3.1625 2.7739 2.9040
O: 1.4192 2.9444 4.3046
H: 0.5594 3.1691 2.3785
H: 0.5975 4.6624 3.2601
H: 2.9895 4.8896 2.9294
H: 2.4439 4.1905 1.3884
H: 3.7622 2.6318 2.1779
H: 0.5832 2.6568 4.6423
C: 4.9314 2.8118 -2.0156
C: 4.2565 3.7050 -1.0066
O: 4.6133 3.3110 0.3589
O: 6.3143 2.8808 -1.7713
H: 4.6538 3.1029 -3.0331
H: 4.5386 1.8068 -1.7985
H: 3.1940 3.5260 -1.0920
H: 4.5113 4.7314 -1.1527
H: 5.5646 3.1372 0.4109
H: 6.7160 2.2821 -2.4052
C: -6.4475 3.6359 -0.7805
C: -6.0771 2.9640 0.5095
O: -6.7323 3.6412 1.5699
O: -7.8399 3.8238 -0.9213
H: -6.0842 3.2741 -1.7264
H: -6.0275 4.6523 -0.6822
H: -5.0132 2.9832 0.7115
H: -6.4068 1.9054 0.5004
H: -7.6289 3.2833 1.6091
H: -8.1207 4.3749 -0.1674
C: -5.1956 -0.8435 -1.3774
C: -6.1932 -0.9260 -0.2152
O: -7.4409 -0.4793 -0.6412
O: -5.6980 -1.9091 -2.1383
H: -4.1477 -0.9912 -1.1090
H: -5.3945 0.1477 -1.7804
H: -5.9689 -0.3064 0.6626
H: -6.2509 -1.9699 0.1559
H: -7.7867 -1.0885 -1.3108
H: -5.1873 -1.9606 -2.9615
C: 3.1188 -1.5795 -3.4137
C: 4.0061 -1.3150 -4.6685
C: 5.3799 -1.0454 -4.1231
C: 6.4124 -1.0692 -5.2462
C: 6.3549 -2.3816 -6.0311
C: 4.9741 -2.7283 -6.5572
N: 4.0221 -2.5962 -5.4113
O: 2.7789 -2.9601 -5.8468
C: 4.6261 -1.9874 -7.9122
C: 4.9773 -4.1929 -6.9239
C: 3.4033 -0.0818 -5.3426
H: 3.4399 -2.4255 -2.8201
H: 2.0369 -1.6406 -3.5473
H: 3.2138 -0.6254 -2.8618
H: 5.4038 -0.1070 -3.5584
H: 5.5206 -1.8004 -3.3701
H: 7.4204 -0.9503 -4.8431
H: 6.1225 -0.2813 -5.9315
H: 6.6957 -3.2026 -5.3864
H: 7.0734 -2.3586 -6.8814
H: 4.5921 -0.9114 -7.7953
H: 5.3738 -2.2601 -8.6679
H: 3.6842 -2.3421 -8.3302
H: 4.1589 -4.4544 -7.5862
H: 5.8709 -4.4393 -7.4939
H: 4.9211 -4.7922 -5.9970
H: 2.4689 -0.3294 -5.8251
H: 4.1119 0.4482 -5.9733
H: 3.1893 0.6862 -4.5943
H: 2.5081 -2.3704 -6.5811
C: -1.1725 -2.4711 -5.4503
C: -2.2216 -2.1758 -4.3901
C: -2.1687 -0.7276 -3.9949
C: -2.6595 0.2313 -5.1172
C: -4.1025 -0.1653 -5.4127
C: -4.2924 -1.6205 -5.7954
N: -3.6388 -2.4604 -4.7154
O: -3.7253 -3.7910 -5.1357
C: -5.7989 -1.7974 -5.6489
C: -3.8919 -1.9173 -7.2306
C: -1.9022 -3.0651 -3.1554
H: -1.2054 -1.7721 -6.2966
H: -1.1812 -3.5024 -5.7869
H: -0.2202 -2.3064 -4.9329
H: -2.8200 -0.5793 -3.1072
H: -1.1799 -0.5038 -3.5696
H: -2.0668 0.1243 -6.0202
H: -2.5429 1.2852 -4.8824
H: -4.5669 0.4293 -6.1911
H: -4.7074 -0.0478 -4.4830
H: -6.0410 -1.5365 -4.6095
H: -6.3605 -1.0871 -6.2448
H: -6.2233 -2.7951 -5.7888
H: -4.7506 -1.8444 -7.9041
H: -3.1555 -1.1727 -7.5561
H: -3.5482 -2.9217 -7.4403
H: -1.9964 -4.1228 -3.4117
H: -2.5461 -2.8038 -2.3257
H: -0.8571 -2.9037 -2.9054
H: -4.3379 -4.2005 -4.4872
C: 0.8585 4.9692 -3.1802
C: 0.6334 5.5632 -4.6177
C: 1.9500 5.8243 -5.3023
C: 2.6540 4.5989 -5.8223
C: 1.6767 3.9051 -6.7004
C: 0.3763 3.5279 -6.0282
N: -0.2172 4.7389 -5.4842
O: -1.3998 4.3724 -4.7578
C: -0.5272 3.0744 -7.2079
C: 0.5713 2.3141 -5.0515
C: 0.0393 6.9852 -4.5090
H: -0.0450 4.5681 -2.7319
H: 1.2536 5.7518 -2.5489
H: 1.6446 4.2093 -3.0886
H: 1.8164 6.4442 -6.2077
H: 2.5624 6.5142 -4.7056
H: 2.9827 3.8491 -5.0912
H: 3.5545 4.8909 -6.3773
H: 2.0959 2.9426 -7.0397
H: 1.5246 4.3834 -7.6663
H: -0.0768 2.1945 -7.6388
H: -1.5442 2.7797 -6.9948
H: -0.5654 3.8551 -7.9424
H: -0.1690 2.3018 -4.2653
H: 0.5541 1.3929 -5.6168
H: 1.5413 2.2105 -4.5857
H: -1.0183 6.9299 -4.2074
H: 0.1353 7.5135 -5.4709
H: 0.5728 7.5944 -3.7697
H: -2.1524 4.5974 -5.3132
C: -7.5852 -5.4947 2.8564
C: -6.3335 -4.7179 2.5259
C: -6.6134 -3.2453 2.9569
C: -5.3019 -2.4167 2.9964
C: -4.2770 -3.1033 3.8444
C: -3.9733 -4.5385 3.5206
N: -5.2763 -5.2906 3.3750
O: -5.1078 -6.6483 3.1448
C: -3.0271 -4.5887 2.2974
C: -3.2607 -5.1572 4.7181
C: -6.0915 -4.8076 1.0197
H: -7.6277 -5.6317 3.9072
H: -7.6063 -6.5428 2.6170
H: -8.4159 -5.0603 2.3248
H: -7.3683 -2.8097 2.2704
H: -7.0738 -3.2214 3.9593
H: -5.4232 -1.3578 3.2427
H: -4.8550 -2.3669 1.9793
H: -4.6422 -3.0480 4.8785
H: -3.3327 -2.5816 3.9901
H: -2.9514 -5.5845 1.8315
H: -3.2743 -3.9333 1.4839
H: -2.0374 -4.3296 2.7218
H: -3.9761 -5.2749 5.5302
H: -2.8965 -6.1737 4.5714
H: -2.4169 -4.5192 4.9966
H: -7.0067 -4.4466 0.5395
H: -5.8243 -5.8068 0.6590
H: -5.4281 -4.0166 0.6886
H: -5.0442 -6.8411 2.1828

Output
E_LUMO: -1.4 eV
Total energy: -5047.81840 Ha
Net charge: +1
Orbital gap: 8.2 eV
Highest occupied orbital energy: -0.35065 Eh

Atom charges from the Mulliken analysis, given in e for atoms 1 to 6: atom 1 (Hf): 2.4894, atom 2 (C): -2.1062, atom 3 (C): 1.4276, atom 4 (C): -1.4013, atom 5 (C): -0.4300, atom 6 (C): -1.4736